Arrangement w

C6H9N | ωB97M-V with the def2-TZVPD basis set

Multiplicity: 1
Frontier orbital gap (eV): 8.7
Total charge: 0
SMILES: Cc1ccc(C)[nH]1
HOMO energy (eV): -7.68
LUMO (eV): 1.03

Positions of all 16 atoms, in Å:
C (1.46, 1.02, -1.83)
C (0.76, 0.16, -0.83)
C (0.91, -1.17, -0.51)
C (-0.03, -1.47, 0.52)
C (-0.73, -0.32, 0.81)
C (-1.78, -0.03, 1.83)
N (-0.24, 0.66, -0.02)
H (1.81, 1.96, -1.39)
H (2.34, 0.49, -2.22)
H (0.82, 1.27, -2.69)
H (1.62, -1.85, -0.96)
H (-0.17, -2.43, 1.01)
H (-2.61, 0.55, 1.41)
H (-2.19, -0.97, 2.21)
H (-1.38, 0.53, 2.69)
H (-0.58, 1.61, -0.05)

Atomic partial charges in e from the natural (NBO) method, atoms 1 to 4: -0.638 0.121 -0.296 -0.308


Arrangement x

C6H9N | ωB97M-V with the def2-TZVPD basis set

Multiplicity: 1
Frontier orbital gap (eV): 9.6
Total charge: 0
SMILES: CC#C/C=C/CN
HOMO energy (eV): -8.53
LUMO (eV): 1.03

Positions of all 16 atoms, in Å:
C (2.97, 0.62, 2.29)
C (2.01, 0.20, 1.28)
C (1.20, -0.04, 0.42)
C (0.22, -0.08, -0.62)
C (-1.07, 0.17, -0.41)
C (-2.04, 0.12, -1.55)
N (-2.59, -1.23, -1.69)
H (2.81, 1.68, 2.51)
H (3.99, 0.50, 1.92)
H (2.85, 0.05, 3.21)
H (-1.82, -1.87, -1.47)
H (0.57, -0.24, -1.64)
H (-1.46, 0.27, 0.61)
H (-1.52, 0.40, -2.47)
H (-2.86, 0.84, -1.42)
H (-3.27, -1.39, -0.96)

Atomic partial charges in e from the natural (NBO) method, atoms 1 to 4: -0.685 0.036 -0.067 -0.278


Arrangement y

C6H9N | ωB97M-V with the def2-TZVPD basis set

Multiplicity: 1
Frontier orbital gap (eV): 9.8
Total charge: 0
SMILES: C[C@H]1C=CN=CC1
HOMO energy (eV): -8.87
LUMO (eV): 0.90

Positions of all 16 atoms, in Å:
C (-0.24, -1.63, -1.12)
C (-0.65, 1.00, -0.20)
C (0.42, -1.19, -0.05)
C (0.56, 0.25, 0.25)
C (-1.10, 0.33, -1.53)
C (0.82, 0.52, 1.75)
N (-0.86, -0.78, -1.98)
H (-0.15, -2.77, -1.44)
H (-1.49, 0.93, 0.61)
H (-0.48, 2.06, -0.50)
H (0.92, -1.85, 0.64)
H (1.59, 0.53, -0.22)
H (-1.72, 0.88, -2.29)
H (-0.14, 0.64, 2.10)
H (1.26, 1.48, 1.85)
H (1.29, -0.38, 2.13)

Atomic partial charges in e from the natural (NBO) method, atoms 1 to 4: -0.045 -0.482 -0.209 -0.269


It is arrangement x that is the least stable of them.


Arrangement w

C8H12N4 | ωB97M-V with the def2-TZVPD basis set

Multiplicity: 1
Frontier orbital gap (eV): 9.2
Total charge: 0
SMILES: Cc1nn(C)c(N(C)C)c1C#N
HOMO energy (eV): -8.55
LUMO (eV): 0.65

Positions of all 24 atoms, in Å:
C (1.91, -1.52, 0.08)
C (1.24, -0.31, 0.00)
C (1.77, 1.03, 0.16)
C (-0.16, -0.04, -0.19)
C (3.28, 1.32, 0.00)
C (-1.50, 2.16, -0.19)
C (-0.99, -2.21, -0.68)
C (-2.31, -0.89, 0.78)
N (2.38, -2.56, 0.19)
N (0.87, 1.93, -0.03)
N (-0.30, 1.34, -0.23)
N (-1.29, -0.83, -0.27)
H (3.85, 0.60, 0.54)
H (3.52, 1.35, -1.08)
H (3.36, 2.29, 0.57)
H (-1.42, 2.76, -1.00)
H (-2.46, 1.46, -0.10)
H (-1.56, 2.73, 0.69)
H (-1.96, -2.81, -1.07)
H (-0.22, -2.39, -1.52)
H (-0.50, -2.84, 0.27)
H (-3.38, -0.60, 0.31)
H (-2.25, -1.85, 1.33)
H (-1.88, -0.13, 1.46)

Atomic partial charges in e from the natural (NBO) method, atoms 1 to 4: 0.282 -0.358 0.218 0.407


Arrangement x

C8H12N4 | ωB97M-V with the def2-TZVPD basis set

Multiplicity: 1
Frontier orbital gap (eV): 11.9
Total charge: 0
SMILES: CC#N.CC#N.CC#N.CC#N
HOMO energy (eV): -11.22
LUMO (eV): 0.69

Positions of all 24 atoms, in Å:
C (1.81, 4.77, -3.26)
C (3.22, 4.79, -3.65)
N (4.39, 4.84, -3.93)
H (1.43, 3.84, -3.67)
H (1.21, 5.60, -3.63)
H (1.72, 4.77, -2.18)
C (2.28, -5.07, -4.41)
C (1.59, -4.67, -3.17)
N (1.03, -4.32, -2.21)
H (3.35, -4.90, -4.33)
H (1.85, -4.45, -5.20)
H (2.19, -6.15, -4.47)
C (-5.82, 0.50, 5.45)
C (-4.37, 0.70, 5.48)
N (-3.24, 0.86, 5.51)
H (-6.17, 0.79, 6.44)
H (-6.17, -0.46, 5.07)
H (-6.29, 1.28, 4.84)
C (0.94, -0.73, 2.29)
C (1.06, 0.11, 1.04)
N (1.18, 0.77, 0.13)
H (0.74, -1.78, 2.07)
H (0.17, -0.38, 2.98)
H (1.90, -0.70, 2.81)

Atomic partial charges in e from the natural (NBO) method, atoms 1 to 4: -0.725 0.289 -0.336 0.258


Arrangement y

C8H12N4 | ωB97M-V with the def2-TZVPD basis set

Multiplicity: 1
Frontier orbital gap (eV): 11.8
Total charge: 0
SMILES: CC#N.CC#N.CC#N.CC#N
HOMO energy (eV): -11.17
LUMO (eV): 0.60

Positions of all 24 atoms, in Å:
C (-2.01, 2.37, -2.93)
C (-3.13, 3.15, -2.43)
N (-4.02, 3.75, -2.05)
H (-1.14, 2.66, -2.34)
H (-1.80, 2.52, -3.99)
H (-2.19, 1.31, -2.78)
C (0.94, 3.72, 3.36)
C (1.07, 2.32, 2.93)
N (1.18, 1.24, 2.57)
H (-0.08, 3.92, 3.67)
H (1.20, 4.34, 2.51)
H (1.55, 3.85, 4.25)
C (2.63, -4.90, -1.45)
C (1.30, -4.54, -0.97)
N (0.25, -4.27, -0.61)
H (2.62, -5.98, -1.64)
H (3.44, -4.58, -0.79)
H (2.80, -4.47, -2.43)
C (-0.69, -1.45, 1.15)
C (-0.88, -0.31, 0.25)
N (-1.08, 0.58, -0.45)
H (0.03, -1.22, 1.94)
H (-0.35, -2.34, 0.62)
H (-1.64, -1.68, 1.62)

Atomic partial charges in e from the natural (NBO) method, atoms 1 to 4: -0.721 0.299 -0.352 0.263


It is arrangement w that is the least stable of them.


Arrangement w

C6H13NO | ωB97M-V with the def2-TZVPD basis set

Multiplicity: 1
Frontier orbital gap (eV): 9.0
Total charge: 0
SMILES: C/C=C/N.C=CCO
HOMO energy (eV): -8.00
LUMO (eV): 1.01

Positions of all 21 atoms, in Å:
C (0.43, 0.09, 2.61)
O (0.83, -0.78, 3.69)
C (-0.58, -0.66, 1.81)
C (-1.84, -0.25, 1.71)
H (1.32, 0.32, 2.02)
H (0.00, 1.00, 3.02)
H (1.41, -0.27, 4.26)
H (-0.25, -1.54, 1.28)
H (-2.61, -0.80, 1.19)
H (-2.10, 0.68, 2.22)
C (-1.08, 1.16, -1.89)
C (-0.20, 0.00, -2.19)
C (1.13, 0.03, -2.06)
N (2.00, -1.02, -2.37)
H (-0.52, 1.97, -1.42)
H (-1.56, 1.53, -2.80)
H (-1.88, 0.85, -1.21)
H (-0.62, -0.91, -2.61)
H (1.57, 0.89, -1.57)
H (2.92, -0.68, -2.59)
H (1.64, -1.60, -3.10)

Atomic partial charges in e from the natural (NBO) method, atoms 1 to 4: -0.103 -0.723 -0.185 -0.383


Arrangement x

C6H13NO | ωB97M-V with the def2-TZVPD basis set

Multiplicity: 1
Frontier orbital gap (spin up / spin down) (eV): 8.4 / 6.6
Total charge: 0
HOMO energy (spin up / spin down) (eV): -7.71 / -6.22
LUMO (spin up / spin down) (eV): 0.68 / 0.38

Positions of all 21 atoms, in Å:
C (-1.07, -0.78, -0.23)
C (1.19, -0.35, -0.34)
C (-1.51, -0.93, 1.20)
C (-1.79, 0.23, -1.08)
C (0.96, 0.76, 0.35)
N (3.31, 0.25, -0.34)
C (0.67, 1.83, 1.01)
O (-0.95, -2.03, -0.80)
H (-0.76, -1.95, -1.75)
H (3.43, 1.17, -0.75)
H (3.66, 0.32, 0.62)
H (1.19, -0.34, -1.42)
H (1.42, -1.28, 0.14)
H (-2.50, -1.40, 1.24)
H (-0.82, -1.58, 1.74)
H (-2.83, -0.09, -1.27)
H (-1.30, 0.35, -2.05)
H (-1.82, 1.21, -0.60)
H (-1.56, 0.03, 1.71)
H (1.44, 2.54, 1.30)
H (-0.36, 2.06, 1.31)

Atomic partial charges in e from the natural (NBO) method, atoms 1 to 4: 0.342 -0.364 -0.682 -0.695


It is arrangement x that is the least stable of them.


Arrangement w

C6H13NO | ωB97M-V with the def2-TZVPD basis set

Multiplicity: 1
Frontier orbital gap (eV): 8.0
Total charge: 0
HOMO energy (eV): -7.27
LUMO (eV): 0.74

Positions of all 21 atoms, in Å:
C (0.18, -0.22, -1.00)
C (-0.50, 0.95, 2.43)
C (0.81, -1.35, -1.80)
C (0.17, 1.09, -1.80)
C (0.51, -0.16, 0.41)
C (-0.62, 0.08, 1.20)
N (-1.59, -0.98, 1.44)
O (1.79, -0.13, 0.90)
H (2.41, 0.00, 0.18)
H (-1.04, 0.07, -0.39)
H (-2.51, -0.59, 1.61)
H (-1.66, -1.60, 0.64)
H (-0.27, 0.35, 3.32)
H (0.29, 1.69, 2.32)
H (-1.44, 1.47, 2.62)
H (0.87, -2.27, -1.22)
H (1.20, 1.37, -2.08)
H (1.82, -1.10, -2.13)
H (0.23, -1.56, -2.70)
H (-0.27, 1.91, -1.23)
H (-0.40, 0.98, -2.72)

Atomic partial charges in e from the natural (NBO) method, atoms 1 to 4: -0.280 -0.646 -0.638 -0.605


Arrangement x

C6H13NO | ωB97M-V with the def2-TZVPD basis set

Multiplicity: 1
Frontier orbital gap (eV): 8.9
Total charge: 0
SMILES: C=CC(N)=C(C)C.O
HOMO energy (eV): -8.13
LUMO (eV): 0.80

Positions of all 21 atoms, in Å:
C (0.46, -0.91, 1.78)
N (0.48, -1.31, -1.18)
C (-0.36, -0.40, -0.46)
C (-0.20, 0.02, 0.80)
C (-0.79, 1.28, 1.37)
C (-2.50, 0.47, -1.45)
C (-1.18, 0.35, -1.45)
H (1.23, -0.41, 2.38)
H (-0.21, -1.35, 2.52)
H (0.97, -1.72, 1.26)
H (-0.08, -1.72, -1.92)
H (0.85, -2.08, -0.64)
H (-0.05, 2.07, 1.30)
H (-1.13, 1.18, 2.39)
H (-1.64, 1.59, 0.77)
H (-2.98, 1.05, -2.24)
H (-3.17, -0.08, -0.81)
H (-0.63, 0.53, -2.33)
H (2.34, 0.04, 0.10)
H (3.05, 1.30, 0.56)
O (3.20, 0.49, 0.07)

Atomic partial charges in e from the natural (NBO) method, atoms 1 to 4: -0.636 -0.817 0.124 -0.068


It is arrangement w that is the least stable of them.


Arrangement w

C4H10N2O2 | ωB97M-V with the def2-TZVPD basis set

Multiplicity: 2
Frontier orbital gap (spin up / spin down) (eV): 12.3 / 6.2
Total charge: +1
HOMO energy (spin up / spin down) (eV): -15.21 / -14.63
LUMO (spin up / spin down) (eV): -2.95 / -8.40

Positions of all 18 atoms, in Å:
O (2.52, -0.36, 1.37)
C (1.37, -0.61, 1.17)
N (0.65, -1.39, 2.05)
C (0.60, -0.10, -0.07)
C (0.48, -1.25, -1.19)
N (-0.56, 0.63, 0.35)
C (-0.91, 1.80, -0.48)
O (-2.19, 1.38, -0.95)
H (-0.33, -1.56, 1.93)
H (1.18, -1.60, 2.88)
H (1.18, 0.71, -0.51)
H (0.99, -0.82, -2.05)
H (0.84, -2.23, -0.92)
H (-0.60, -1.31, -1.34)
H (-1.38, 0.08, 0.58)
H (-1.06, 2.72, 0.13)
H (-0.25, 1.95, -1.32)
H (-2.53, 1.96, -1.64)

Atomic partial charges in e from the natural (NBO) method, atoms 1 to 4: -0.426 0.678 -0.804 -0.159


Arrangement x

C4H10N2O2 | ωB97M-V with the def2-TZVPD basis set

Multiplicity: 2
Frontier orbital gap (spin up / spin down) (eV): 6.3 / 6.6
Total charge: +1
HOMO energy (spin up / spin down) (eV): -13.48 / -13.46
LUMO (spin up / spin down) (eV): -7.13 / -6.81

Positions of all 18 atoms, in Å:
O (-0.38, -1.79, -1.46)
C (-0.44, -0.50, -1.15)
N (-1.00, -0.30, 0.18)
C (-0.95, -1.52, 1.01)
C (1.17, 0.06, -1.33)
N (1.81, 1.39, -1.56)
C (0.84, 1.64, -0.65)
O (-0.34, 1.07, 2.47)
H (-0.71, 0.48, 0.76)
H (-1.64, -2.26, 0.60)
H (-1.27, -1.23, 2.02)
H (0.06, -1.91, 1.12)
H (1.72, -0.51, -0.55)
H (1.42, -0.47, -2.25)
H (-1.05, 0.11, -1.84)
H (0.04, 2.29, -1.01)
H (1.05, 1.74, 0.41)
H (-0.33, 1.68, 3.24)

Atomic partial charges in e from the natural (NBO) method, atoms 1 to 4: -0.179 0.246 -0.637 -0.430


It is arrangement x that is the least stable of them.